Formula: C16H25Cl2KN9OS4Sb
Source: the Open Molecules 2025 dataset
Level of theory: wB97M-V/def2-TZVPD

## Properties
Net charge: -2
HOMO level in eV: -0.01
Kohn-Sham gap in eV: 3.00
DFT total energy in eV: -123707.1696
M in g/mol: 719.5

Each line ends with the Mulliken charge.
Atoms and positions in Å:
K1 -1.135 0.091 -0.057  0.73
C1 -2.077 -0.941 5.199  -0.94
N1 -1.210 -1.894 4.522  0.12
C2 -1.711 -3.260 4.623  -1.12
C3 -0.707 -1.483 3.274  0.00
N2 -1.050 -0.487 2.585  -0.23
N3 0.375 -2.304 2.902  -0.09
C4 1.037 -2.344 1.691  0.22
N4 2.168 -3.170 1.743  -0.52
N5 0.663 -1.694 0.673  -0.18
H1 -2.276 -1.315 6.206  0.33
H2 -3.028 -0.797 4.672  0.21
H3 -1.566 0.021 5.271  0.28
H4 -1.511 -3.657 5.624  0.32
H5 -1.244 -3.900 3.878  0.39
H6 -2.793 -3.290 4.454  0.33
H7 -1.941 -0.072 2.901  0.02
H8 0.788 -2.824 3.655  0.28
H9 2.177 -3.916 2.418  0.19
H10 2.529 -3.434 0.843  0.26
H11 1.264 -1.827 -0.137  -0.02
S1 -6.071 -0.238 -2.354  -0.85
Sb1 -4.701 0.929 -0.877  0.38
S2 -2.753 1.291 -2.167  -0.80
S3 -3.904 -1.042 0.663  -0.50
S4 -4.328 -0.402 2.546  -0.60
N6 4.978 4.812 3.635  -0.51
C5 4.241 4.130 3.076  0.09
C6 3.341 3.286 2.382  0.67
C7 2.972 3.544 1.056  -0.70
C8 2.088 2.690 0.432  -0.37
N7 1.555 1.612 1.006  -0.07
C9 1.903 1.371 2.269  0.20
C10 2.776 2.158 2.991  -0.84
H12 3.372 4.410 0.546  0.42
H13 1.777 2.867 -0.592  0.51
H14 1.440 0.494 2.709  0.09
H15 3.026 1.924 4.017  0.44
Cl1 -1.690 -2.170 -2.641  -0.12
C11 -3.433 -2.435 -2.547  0.32
Cl2 -3.843 -4.082 -3.077  -0.26
H16 -3.954 -1.725 -3.181  0.12
H17 -3.751 -2.324 -1.516  -0.15
N8 2.115 -1.086 -3.037  -0.73
C12 1.536 -0.149 -3.396  0.51
N9 0.817 0.926 -3.684  0.18
C13 1.499 2.210 -3.770  -0.51
C14 2.040 2.387 -5.186  -0.58
O1 1.004 2.288 -6.146  -0.39
C15 0.316 1.042 -6.054  -0.55
C16 -0.267 0.820 -4.663  -0.42
H18 2.305 2.258 -3.037  0.39
H19 0.762 2.987 -3.556  0.29
H20 2.804 1.618 -5.374  0.32
H21 2.491 3.372 -5.315  0.36
H22 1.010 0.221 -6.289  0.31
H23 -0.471 1.069 -6.807  0.36
H24 -0.746 -0.154 -4.584  0.22
H25 -1.007 1.584 -4.419  0.21


Formula: C16H25ClI2N3P2Y
Source: the Open Molecules 2025 dataset
Level of theory: wB97M-V/def2-TZVPD

## Properties
Net charge: +2
ΔE to the lowest compared entry with this formula, charge and spin in kcal per mole: 0.0
HOMO level in eV: -13.80
Kohn-Sham gap in eV: 4.74
DFT total energy in eV: -69798.7843
M in g/mol: 699.5

Each line ends with the Mulliken charge.
Atoms and positions in Å:
I1 -0.035 -1.709 -2.325  0.07
I2 -0.039 0.946 -2.962  0.16
Y1 -0.139 -0.390 0.423  0.63
P1 -3.250 -0.341 0.050  0.86
C1 -3.811 0.018 -1.754  -1.20
C2 -4.578 -1.360 0.796  -1.13
H1 -5.635 -0.987 0.707  0.37
H2 -5.114 1.314 0.624  0.35
H3 -4.457 -1.504 1.893  0.34
H4 -3.532 1.866 1.245  0.35
H5 -3.477 -0.750 -2.446  0.37
H6 -4.580 -2.378 0.364  0.36
C3 -4.038 1.386 0.394  -1.09
H7 -4.902 0.119 -1.946  0.34
H8 -3.938 2.028 -0.515  0.34
H9 -3.326 0.956 -2.108  0.31
P2 2.885 -0.180 0.318  1.12
C4 3.592 -0.166 -1.400  -1.27
C5 3.698 1.552 0.543  -1.14
H10 3.813 -1.482 2.178  0.34
H11 5.099 -0.908 1.078  0.40
H12 4.102 -2.293 0.685  0.38
C6 4.064 -1.294 1.124  -1.26
H13 3.227 2.075 1.386  0.33
H14 4.783 1.536 0.757  0.37
H15 4.686 -0.149 -1.460  0.35
H16 3.243 0.683 -1.983  0.37
H17 3.560 2.177 -0.379  0.34
H18 3.252 -1.044 -1.924  0.36
Cl1 0.443 1.275 2.182  -0.40
N1 -0.449 -0.158 10.886  -0.39
C7 -0.368 -0.451 9.760  -0.02
C8 -0.251 -0.974 8.388  0.49
C9 -1.186 -0.584 7.377  -0.89
C10 -0.895 -0.860 6.004  -0.32
C11 0.106 -1.852 5.756  1.15
C12 0.858 -2.411 6.825  -0.44
C13 0.710 -1.965 8.158  -0.68
N2 0.271 -2.278 4.408  0.36
C14 0.722 -3.535 3.906  -0.23
C15 1.022 -3.209 2.599  -0.80
N3 0.408 -1.981 2.209  0.00
C16 -0.079 -1.487 3.351  -0.27
H19 -2.129 -0.089 7.647  0.39
H20 -1.485 -0.335 5.175  0.16
H21 1.630 -3.156 6.543  0.39
H22 1.316 -2.416 8.963  0.41
H23 0.605 -4.596 4.436  0.35
H24 1.632 -3.699 1.851  0.47
H25 -0.700 -0.586 3.485  0.15


Formula: C16H25CuN2O12
Source: the Open Molecules 2025 dataset
Level of theory: wB97M-V/def2-TZVPD

## Properties
Net charge: -2
2S+1: 3
HOMO level (alpha / beta) in eV: 1.67 / -0.28
⟨S²⟩: 2.028
Kohn-Sham gap (alpha / beta) in eV: 2.32 / 4.28
DFT total energy in eV: -89178.2302
M in g/mol: 500.9

Each line ends with the Mulliken charge.
Atoms and positions in Å:
Cu1 0.077 0.138 0.745  1.12
N1 -1.713 3.134 1.382  0.83
O1 -1.009 2.124 1.460  -0.53
O2 -1.241 4.188 1.716  -0.74
O3 -2.915 3.035 1.182  -0.69
C1 -3.868 -1.214 -0.139  -0.56
C2 -4.490 -2.258 0.421  0.20
C3 -3.905 -3.153 1.570  0.19
O4 -4.552 -4.085 2.183  -0.85
C4 -2.627 -2.883 2.069  -0.82
C5 -1.827 -1.889 1.447  0.24
C6 -2.536 -0.946 0.355  0.22
O5 -1.808 -0.187 -0.278  -0.06
O6 -0.623 -1.720 1.599  -0.41
O7 -5.680 -2.485 -0.087  -0.72
H1 -4.413 -0.668 -0.894  0.42
H2 -2.299 -3.428 2.941  0.32
C7 2.542 1.393 -4.904  -1.08
C8 2.062 2.622 -4.122  -0.22
O8 1.863 2.279 -2.742  -0.33
C9 0.645 1.860 -2.173  0.30
O9 0.620 1.431 -1.023  -0.43
O10 -0.387 1.912 -3.039  -0.39
C10 -1.688 1.443 -2.806  -0.38
H3 3.476 1.101 -4.423  0.27
H4 2.763 1.627 -5.945  0.39
H5 1.813 0.583 -4.909  0.27
H6 1.167 2.979 -4.631  0.27
H7 2.794 3.426 -4.186  0.33
H8 -2.335 2.014 -3.471  0.27
H9 -2.058 1.593 -1.791  0.15
H10 -1.661 0.356 -2.888  0.23
C11 -0.672 0.320 4.137  -1.10
O11 0.257 0.354 3.070  0.23
C12 1.607 0.347 3.531  -0.82
C13 2.496 0.883 2.400  -0.99
N2 2.289 0.207 1.124  0.03
C14 2.598 -1.241 1.142  -0.86
C15 2.207 -1.897 -0.147  -0.86
O12 0.832 -1.530 -0.554  0.23
C16 0.454 -2.000 -1.881  -0.76
H11 -0.341 -0.284 4.982  0.43
H12 -1.573 -0.206 3.822  0.20
H13 -0.968 1.301 4.510  0.30
H14 1.879 -0.698 3.680  0.45
H15 1.808 0.992 4.386  0.43
H16 3.544 0.749 2.668  0.50
H17 2.400 1.967 2.335  0.39
H18 3.110 0.513 0.622  0.33
H19 2.033 -1.848 1.849  0.23
H20 3.634 -1.541 1.300  0.44
H21 2.340 -2.978 -0.125  0.42
H22 2.867 -1.474 -0.905  0.41
H23 -0.600 -1.740 -1.986  0.10
H24 0.577 -3.080 -1.966  0.31
H25 1.037 -1.441 -2.612  0.18


Formula: C16H25FN2O3S
Source: the Open Molecules 2025 dataset
Level of theory: wB97M-V/def2-TZVPD

## Properties
ΔE to the lowest compared entry with this formula, charge and spin in kcal per mole: 1.7
HOMO level in eV: -9.35
SMILES: CCN(CC)S(=O)(=O)c1ccc(F)c(C(=O)NCCC(C)C)c1
Kohn-Sham gap in eV: 9.89
DFT total energy in eV: -39673.5033
M in g/mol: 344.5

Each line ends with the Mulliken charge.
Atoms and positions in Å:
C1 -1.015 2.127 0.280  -1.01
C2 -0.258 2.336 1.592  -0.62
N1 1.153 2.581 1.439  0.20
C3 1.648 3.828 0.909  -0.73
C4 1.848 3.826 -0.606  -0.73
S1 2.236 1.415 1.862  1.33
O1 3.483 2.041 2.183  -0.75
O2 1.614 0.550 2.822  -0.71
C5 2.460 0.447 0.364  -0.26
C6 3.571 0.619 -0.440  -0.30
C7 3.681 -0.114 -1.610  -0.79
C8 2.664 -0.992 -1.956  0.41
F1 2.793 -1.698 -3.086  -0.32
C9 1.547 -1.186 -1.147  0.12
C10 0.400 -2.070 -1.555  0.13
O3 -0.152 -1.965 -2.628  -0.64
N2 0.037 -2.944 -0.594  -0.11
C11 -1.165 -3.741 -0.682  -1.00
C12 -2.224 -3.277 0.322  -0.88
C13 -2.632 -1.807 0.167  2.15
C14 -3.588 -1.424 1.296  -1.81
C15 -3.275 -1.535 -1.190  -1.51
C16 1.468 -0.451 0.031  -0.45
H1 -0.505 1.407 -0.355  0.30
H2 -2.013 1.755 0.496  0.30
H3 -1.113 3.062 -0.265  0.38
H4 -0.330 1.445 2.217  0.37
H5 -0.708 3.172 2.142  0.36
H6 0.953 4.623 1.196  0.36
H7 2.607 4.009 1.398  0.38
H8 2.255 4.786 -0.916  0.41
H9 2.546 3.045 -0.895  0.11
H10 0.912 3.663 -1.131  0.21
H11 4.338 1.311 -0.131  0.57
H12 4.536 -0.015 -2.260  0.48
H13 0.527 -2.942 0.287  0.28
H14 -1.529 -3.645 -1.706  0.40
H15 -0.916 -4.790 -0.494  0.36
H16 -1.839 -3.431 1.333  0.37
H17 -3.106 -3.909 0.202  0.37
H18 -1.734 -1.183 0.253  -0.74
H19 -3.124 -1.580 2.268  0.42
H20 -3.871 -0.376 1.219  0.40
H21 -4.492 -2.026 1.246  0.39
H22 -4.114 -2.208 -1.355  0.32
H23 -3.644 -0.513 -1.231  0.42
H24 -2.558 -1.663 -1.996  0.35
H25 0.632 -0.565 0.703  0.70